Run one
Computed, not measured: 2 unconnected molecules or ions with the total composition C3H9B, with ωB97M-V/def2-TZVPD.

Its gap between HOMO and LUMO is 7.216 eV. The LUMO energy is -0.013 eV.

XYZ file:
```
13
Properties=species:S:1:pos:R:3:mulliken_charge:R:1
B -2.38 0.15 0.04 0.12
H 1.57 -1.50 0.19 0.42
H 0.35 -1.36 1.19 0.30
H 0.51 2.11 -0.23 0.30
H -2.32 1.31 0.06 -0.03
H 1.15 0.93 1.15 0.27
C 1.03 1.18 0.08 -1.05
H -3.32 -0.50 0.20 -0.02
H 0.02 -0.04 -1.64 0.35
C 0.57 -1.27 0.08 -1.10
H -0.04 -2.08 -0.52 0.24
C 0.27 0.00 -0.56 -0.09
H 2.19 1.28 -0.14 0.30
```


Run two
Computed, not measured: 2 unconnected molecules or ions with the total composition C3H9B, with ωB97M-V/def2-TZVPD.

Its gap between HOMO and LUMO (spin up / spin down) is 7.643 / 7.647 eV. The LUMO energy (spin up / spin down) is 0.029 / 0.030 eV.

XYZ file:
```
13
Properties=species:S:1:pos:R:3:mulliken_charge:R:1
C 2.74 -0.08 -0.33 -0.93
H 2.74 -0.64 0.63 0.25
C -1.81 -0.78 0.43 -0.99
H -1.83 1.42 -0.03 0.19
H -1.67 -0.75 1.55 0.31
H 0.54 1.79 0.74 0.00
C -1.33 0.45 -0.44 -0.33
H 3.36 0.88 -0.20 0.21
H -1.56 0.21 -1.51 0.30
H 2.80 -0.57 -1.18 0.32
H -1.32 -1.80 0.06 0.27
H -2.90 -0.98 0.20 0.30
B 0.23 0.87 0.07 0.11
```


Energy relative to the most stable one, in eV: run one 0.476; run two 0.000


Run one
Computed, not measured: 2 unconnected molecules or ions with the total composition C3H10NO, with ωB97M-V/def2-TZVPD.

Its gap between HOMO and LUMO (spin up / spin down) is 8.663 / 7.263 eV. As for the net charge: +2. The LUMO energy (spin up / spin down) is -11.252 / -12.652 eV. Its spin multiplicity is 2. The expectation value of S² is 0.75.

XYZ file:
```
15
Properties=species:S:1:pos:R:3:lowdin_spin:R:1
H 2.89 -0.10 -0.77 0.02
N 3.83 0.11 -0.46 0.92
H -2.03 -0.27 -1.80 0.00
H -3.51 -0.40 -0.95 0.00
H -2.45 1.06 0.80 0.00
H -0.70 -1.26 0.81 0.00
H -0.69 -0.06 2.10 0.00
H -2.51 -1.52 -0.77 0.00
H 0.08 0.87 -0.47 0.00
C -2.55 -0.38 -0.79 0.00
C -0.67 -0.20 1.00 0.00
O 0.52 0.26 0.18 0.00
C -1.90 0.29 0.37 0.00
H 4.51 0.39 -1.14 0.03
H 4.17 0.18 0.47 0.03
```


Run two
Computed, not measured: 2 unconnected molecules or ions with the total composition C3H10NO, with ωB97M-V/def2-TZVPD.

Its gap between HOMO and LUMO (spin up / spin down) is 7.344 / 7.263 eV. As for the net charge: +2. The LUMO energy (spin up / spin down) is -13.892 / -13.963 eV. Its spin multiplicity is 2. The expectation value of S² is 0.75.

XYZ file:
```
15
Properties=species:S:1:pos:R:3:lowdin_spin:R:1
H 0.87 1.10 -1.65 0.00
H 1.64 -1.70 0.87 0.00
H -1.35 -1.62 -0.49 0.02
H -1.44 0.12 1.25 0.06
H 1.06 2.09 -0.10 0.00
H 2.28 0.41 1.03 0.00
H 2.58 -0.51 -0.52 0.00
C -2.12 0.04 0.39 0.12
O 0.98 -1.05 0.55 0.01
N -1.46 -0.63 -0.72 0.74
H -0.54 -0.17 -0.80 0.02
H -3.12 -0.36 0.54 0.00
C 1.88 0.09 0.08 0.00
C 1.10 1.10 -0.58 0.00
H -2.36 1.09 0.14 0.02
```


Energy relative to the most stable one, in eV: run one 0.000; run two 1.770